# 1
# C33H36ClGeHgO5PSe

A molecular structure, C33H36ClGeHgO5PSe at a distorted geometry (ωB97M-V with the def2-TZVPD basis set, the Open Molecules 2025 dataset).

Properties
HOMO energy (alpha / beta) = -2.750 / -4.684 eV
energy relative to the best compared isomer or geometry (same formula, charge and spin) = 0.0 kJ/mol
gap between HOMO and LUMO (alpha / beta) = 5.2 / 7.2 eV
charge = -1
spin multiplicity = 2

Structure (XYZ):
```
79
Properties=species:S:1:pos:R:3:lowdin_spin:R:1
Hg 1.29 0.54 -0.98 0.01
Se 1.91 0.10 2.45 0.01
Ge 3.94 2.77 2.36 0.00
Cl 3.20 -1.98 7.08 0.00
P -1.90 1.21 0.82 0.35
O -1.48 -2.77 3.66 0.00
O -1.67 0.53 -0.76 0.09
O -2.16 -0.84 1.34 0.09
O -2.71 -0.86 -2.19 0.04
O 0.03 -1.26 1.30 0.01
C -0.76 1.70 4.80 0.00
C -0.57 5.52 -0.24 0.04
C 0.94 -2.83 3.91 0.00
C 3.23 -1.05 1.62 0.00
C -3.67 1.29 0.46 0.01
C -1.45 -2.90 2.25 0.01
C -5.26 0.49 -1.19 0.00
C -0.74 1.71 3.42 0.02
C 0.56 -2.01 6.53 0.00
C -0.95 3.24 -0.91 0.03
C -5.94 2.05 0.52 0.00
C -3.97 0.55 -0.70 0.01
C -2.77 -0.04 -1.29 0.02
C -1.94 -2.01 6.22 0.00
C -0.53 4.52 -1.21 0.00
C -1.39 2.91 0.37 0.04
C -1.91 1.35 5.49 0.02
C -1.05 5.21 1.02 0.00
C -3.02 0.93 4.78 0.00
C 2.03 -2.65 4.74 0.00
C 5.28 3.66 3.55 0.00
C -1.45 3.93 1.33 0.04
C -2.99 0.89 3.40 0.02
C -1.88 1.35 2.71 0.10
C 1.83 -2.23 6.04 0.00
C 3.21 1.24 3.41 0.00
C -0.54 -2.19 5.71 0.00
C -1.14 -1.54 1.55 0.01
C -0.35 -2.59 4.38 0.00
C 4.84 2.22 0.68 0.00
C 2.46 4.00 1.88 0.00
C -4.65 2.09 1.02 0.00
C -6.25 1.22 -0.57 0.01
H 4.00 0.60 3.81 0.00
H 3.86 -1.49 2.39 0.00
H 4.82 3.98 4.47 0.00
H -1.94 1.40 6.57 0.00
H -0.95 2.50 -1.69 0.00
H -3.83 0.52 2.84 0.00
H 5.61 1.47 0.84 0.00
H 2.66 -1.82 1.10 0.00
H -5.48 -0.12 -2.06 0.00
H 0.15 2.03 2.89 0.00
H -7.27 1.19 -0.93 0.00
H 1.76 3.47 1.24 0.00
H -6.71 2.66 0.97 0.00
H 3.82 -0.48 0.91 0.00
H 4.10 1.81 -0.01 0.00
H -1.84 3.71 2.31 0.00
H -0.18 4.75 -2.20 0.00
H 5.72 4.53 3.06 0.00
H -4.41 2.73 1.87 0.00
H 2.83 4.87 1.34 0.00
H 0.14 1.98 5.35 0.00
H 2.66 1.65 4.25 0.00
H 3.03 -2.84 4.38 0.00
H -2.51 -1.43 5.50 0.00
H 5.30 3.08 0.20 0.00
H -3.92 0.64 5.31 0.00
H 1.93 4.34 2.76 0.00
H 1.11 -3.13 2.89 0.00
H -1.10 5.98 1.78 0.00
H -2.42 -2.98 6.32 0.00
H 0.42 -1.70 7.56 0.00
H -2.46 -3.21 1.98 0.00
H -1.95 -1.50 7.18 0.00
H -0.23 6.52 -0.47 0.00
H 6.08 2.97 3.80 0.00
H -0.73 -3.66 1.92 0.00
```

***

# 2
# C33H36ClINOPS3Sr

A molecular structure, C33H36ClINOPS3Sr at a distorted geometry (ωB97M-V with the def2-TZVPD basis set, the Open Molecules 2025 dataset).

Properties
HOMO energy = -5.575 eV
energy relative to the best compared isomer or geometry (same formula, charge and spin) = 861.9 kJ/mol
gap between HOMO and LUMO = 5.2 eV

Structure (XYZ):
```
78
Properties=species:S:1:pos:R:3:mulliken_charge:R:1
I -1.47 -4.57 -3.03 0.08
Sr 0.71 -1.27 -1.16 2.64
Cl -3.00 -2.04 6.48 -0.23
S -2.02 0.44 0.25 0.22
S -3.97 -2.19 0.73 -0.14
S -4.47 0.09 -2.79 -0.14
P 2.41 0.90 -0.34 -0.22
O -0.74 -2.46 -0.47 -1.23
N -1.15 -4.70 0.38 -0.51
C -0.49 -0.35 3.88 0.21
C 0.09 -2.67 4.05 0.03
C -4.03 1.36 -1.55 -0.51
C 2.56 2.71 1.84 -0.33
C -1.51 -0.54 4.80 -0.95
C 6.08 -0.06 1.32 -0.92
C -1.73 -1.80 5.33 0.35
C 2.13 -3.00 -0.09 -1.76
C -0.23 3.03 1.78 -0.26
C 0.85 -3.30 0.58 0.62
C 4.72 0.14 1.14 0.57
C 5.14 1.24 -0.95 -0.81
C 4.23 0.79 0.00 0.28
C -2.57 1.46 -1.15 -1.00
C 0.15 -4.52 -1.62 -1.63
C 1.94 3.59 2.71 -0.66
C -4.50 -0.56 1.32 -0.77
C 0.56 3.76 2.68 -0.73
C -0.04 -2.10 0.74 -2.83
C 0.40 2.21 0.85 0.16
C -3.96 -2.11 -1.10 0.21
C 1.37 -1.17 2.44 -1.50
C -5.07 -1.31 -1.78 -0.94
C 6.98 0.40 0.36 -0.46
C -0.93 -2.87 4.96 -1.05
C 2.68 -1.77 -0.14 0.14
C 2.02 -0.66 0.32 -1.76
C -0.26 -3.85 -0.34 1.34
C 1.76 2.04 0.91 0.37
C 0.76 -0.88 1.00 2.60
C -3.40 0.51 1.45 -0.78
C 6.51 1.05 -0.76 -0.64
C 0.32 -1.42 3.50 -0.74
H 0.09 4.47 3.36 0.37
H -1.61 -4.24 1.15 0.31
H -2.13 0.30 5.10 0.52
H -5.30 -0.22 0.66 0.34
H -1.31 3.13 1.80 0.29
H 0.93 -4.01 -2.17 0.50
H -2.34 2.50 -0.88 0.42
H 0.38 -5.56 -1.40 0.55
H 2.53 4.14 3.43 0.38
H 3.66 -1.64 -0.58 0.60
H -1.86 -5.10 -0.23 0.32
H -4.07 -3.17 -1.34 0.63
H 2.07 -2.00 2.36 0.83
H 0.16 0.01 1.15 -0.73
H -4.30 2.29 -2.05 0.45
H 0.71 -3.51 3.76 0.43
H -2.99 -1.77 -1.45 -0.27
H 1.03 -3.91 1.47 0.46
H 1.93 -0.27 2.70 0.65
H -0.74 -2.17 1.57 0.71
H -4.94 -0.77 2.29 0.46
H 7.21 1.39 -1.52 0.39
H 4.03 -0.24 1.88 0.23
H 3.63 2.54 1.89 0.28
H -0.32 0.63 3.44 0.44
H -5.58 -1.94 -2.51 0.35
H -1.11 -3.85 5.39 0.46
H 8.04 0.23 0.50 0.38
H 2.73 -3.87 -0.36 0.48
H -2.90 0.40 2.41 -0.11
H -5.82 -0.94 -1.09 0.37
H 6.43 -0.58 2.20 0.44
H -1.91 1.13 -1.96 0.35
H 4.77 1.70 -1.86 0.42
H -3.83 1.51 1.39 0.75
H -4.70 1.23 -0.70 0.24
```

***

# 3
# C33H36F3GeNO6SbSeZn

A molecular structure, C33H36F3GeNO6SbSeZn (ωB97M-V with the def2-TZVPD basis set, the Open Molecules 2025 dataset).

Properties
HOMO energy = -5.630 eV
energy relative to the best compared isomer or geometry (same formula, charge and spin) = 31.3 kJ/mol
gap between HOMO and LUMO = 7.8 eV
charge = -1

Structure (XYZ):
```
83
Properties=species:S:1:pos:R:3:mulliken_charge:R:1
Sb 2.25 -1.29 0.22 0.51
Se -2.05 2.11 -1.72 0.02
Ge -5.02 2.82 -0.51 0.34
Zn -0.37 1.15 0.12 1.00
F 8.04 -3.82 -0.13 -0.35
F 0.79 -5.07 5.02 -0.37
F -0.13 -4.31 -4.72 -0.39
O 1.11 1.34 -1.53 -0.62
O -1.37 3.69 3.25 -0.79
O -1.47 2.02 1.75 -0.57
O -0.35 -0.73 0.34 0.68
O 2.90 2.57 -2.15 -0.80
O 2.59 6.34 1.39 -0.57
N 0.72 2.81 0.59 0.58
C -2.13 -1.83 -0.84 -0.93
C 0.76 -2.34 -3.75 -0.66
C 4.22 -2.23 0.04 -0.40
C 0.49 -3.05 3.86 -0.69
C 1.29 -1.70 -2.64 -0.95
C -2.30 -1.39 1.63 -1.43
C 0.82 -2.25 2.77 -0.28
C 6.44 -2.53 1.02 -0.62
C 5.92 -3.54 -1.11 -0.76
C -0.91 3.41 -2.59 -1.17
C 2.04 -4.73 3.06 -0.78
C 0.90 4.78 1.88 -0.77
C -3.16 3.38 -0.74 -0.81
C 2.36 -3.90 1.98 -0.38
C 4.64 -3.00 -1.04 0.07
C 1.98 5.16 1.09 1.17
C -5.06 1.39 0.80 -0.36
C 1.46 -2.38 -1.43 0.64
C 1.72 3.19 -0.21 -0.18
C 1.11 -4.28 3.97 0.39
C 0.29 3.58 1.58 0.39
C -5.78 2.24 -2.21 -1.16
C -1.36 -1.69 0.46 0.99
C 5.15 -2.00 1.06 -0.34
C 6.79 -3.29 -0.07 0.39
C -0.98 3.07 2.28 -0.04
C 1.75 -2.65 1.81 -0.17
C 1.08 -3.72 -1.36 -0.15
C 0.54 -4.37 -2.46 -0.63
C 0.40 -3.67 -3.64 0.34
C -6.02 4.37 0.13 -1.22
C 1.96 2.28 -1.42 0.15
C 2.39 4.37 0.02 -0.64
H 1.54 -0.65 -2.71 0.35
H -4.91 1.80 1.80 0.38
H 3.32 6.47 0.77 0.30
H 4.88 -1.40 1.92 0.30
H -6.01 0.85 0.77 0.44
H 0.32 -1.29 2.66 0.25
H 6.24 -4.14 -1.95 0.43
H 0.23 -5.41 -2.41 0.38
H 2.50 -5.69 3.19 0.44
H 1.19 -4.26 -0.43 0.32
H -1.47 -2.17 -1.65 0.01
H 3.20 4.64 -0.65 0.48
H -3.13 4.32 -1.29 0.54
H -0.43 4.04 -1.83 0.27
H 7.16 -2.36 1.81 0.42
H -2.70 3.52 0.23 0.09
H -2.96 -2.54 -0.75 0.44
H -5.95 5.18 -0.59 0.36
H -4.25 0.69 0.60 -0.48
H -7.07 4.11 0.27 0.37
H 0.62 -1.83 -4.70 0.41
H -2.69 -2.30 2.09 0.35
H -5.80 3.08 -2.91 0.33
H -0.88 -2.66 0.66 0.08
H -1.78 -0.81 2.40 0.25
H -3.16 -0.79 1.31 0.10
H 0.54 5.40 2.68 0.59
H -5.17 1.45 -2.65 0.36
H 3.10 -4.24 1.27 0.44
H -2.54 -0.86 -1.13 -0.07
H 3.95 -3.20 -1.85 0.36
H -6.79 1.87 -2.08 0.40
H -1.52 4.01 -3.26 0.50
H -0.24 -2.74 4.60 0.47
H -5.62 4.71 1.08 0.37
H -0.15 2.86 -3.14 0.27
```

***

# 4
# C33H36F3N7O4RuS

A molecular structure, C33H36F3N7O4RuS at a distorted geometry (ωB97M-V with the def2-TZVPD basis set, the Open Molecules 2025 dataset).

Properties
HOMO energy (alpha / beta) = -10.357 / -10.409 eV
energy relative to the best compared isomer or geometry (same formula, charge and spin) = 112.1 kJ/mol
gap between HOMO and LUMO (alpha / beta) = 7.2 / 7.2 eV
charge = +1
spin multiplicity = 2

Structure (XYZ):
```
85
Properties=species:S:1:pos:R:3:lowdin_spin:R:1
Ru -0.02 -0.07 -1.11 0.78
S -0.97 2.17 -1.68 0.05
F -3.33 4.46 -1.68 0.00
F -5.11 3.83 -2.73 0.00
F -3.16 3.45 -3.58 0.00
O 1.48 -1.44 -0.89 0.04
O -0.82 -1.34 0.40 0.04
O -0.19 -0.63 5.07 0.00
O 3.65 -1.32 -0.31 0.00
N -2.51 0.37 -0.80 0.08
N 1.60 0.71 -2.29 0.00
N 0.22 -1.54 -3.74 0.00
N -0.66 -0.81 -3.02 0.00
N 0.65 0.93 0.62 -0.01
N -1.23 -2.24 3.32 0.00
N 1.95 1.54 0.55 0.00
C -1.85 -1.06 -3.56 0.00
C -2.00 -4.26 -1.38 0.00
C 3.97 1.60 -3.42 0.00
C 1.11 3.84 0.77 0.00
C -0.39 -2.22 -4.73 0.00
C 2.68 -0.95 -0.94 0.00
C 3.54 3.28 0.78 0.00
C 0.34 0.12 6.16 0.00
C 2.15 2.83 1.24 0.00
C 1.59 1.66 -3.23 0.00
C 0.67 -1.03 4.10 0.00
C 2.78 0.18 -1.94 0.00
C 2.76 2.13 -3.81 0.00
C -2.84 -4.86 -0.41 0.00
C 0.11 -1.85 3.11 0.00
C -1.73 -1.93 -4.65 0.00
C 2.24 -2.03 2.02 0.00
C -3.85 3.48 -2.43 0.00
C -1.32 -2.50 0.17 0.00
C 3.98 0.59 -2.47 0.00
C -2.05 -3.20 1.19 0.00
C 2.02 -0.72 4.04 0.00
C -1.28 -3.13 -1.11 0.00
C -3.80 2.16 -1.71 0.00
C -2.08 -2.87 2.55 0.00
C -2.57 1.56 -1.40 0.01
C -4.96 1.50 -1.35 0.00
C 2.11 2.71 2.76 0.00
C -4.88 0.27 -0.71 0.01
C 0.90 -2.37 2.10 0.00
C -3.63 -0.26 -0.46 0.01
C 2.79 -1.21 3.00 0.00
C -2.85 -4.33 0.84 0.00
H -2.52 -2.29 -5.29 0.00
H 1.42 4.84 1.08 0.00
H -3.42 -5.73 -0.66 0.00
H 0.63 2.05 -3.52 0.00
H 0.17 -2.84 -5.41 0.00
H -3.52 -1.23 0.02 0.00
H 3.84 -0.96 2.96 0.00
H -3.44 -4.80 1.62 0.00
H 0.70 1.09 5.82 0.00
H 3.81 4.21 1.27 0.00
H 0.56 0.33 1.45 0.00
H -0.48 0.26 6.86 0.00
H 2.86 2.02 3.12 0.00
H -1.53 -2.08 4.28 0.00
H 0.47 -3.04 1.37 0.00
H -5.78 -0.26 -0.41 0.00
H -1.93 -4.70 -2.37 0.00
H 2.29 3.68 3.22 0.00
H -0.64 -2.70 -1.86 0.00
H 0.13 3.67 1.21 0.00
H 3.56 3.42 -0.30 0.00
H -0.04 1.67 0.66 0.00
H 4.90 1.95 -3.86 0.00
H 1.12 2.37 3.09 0.00
H 4.89 0.12 -2.12 0.00
H 2.47 -0.11 4.81 0.00
H -2.73 -0.59 -3.16 0.00
H 2.63 0.85 0.84 0.00
H 2.70 2.91 -4.56 0.00
H 1.15 -0.43 6.65 0.00
H 1.19 -1.54 -3.48 0.00
H -2.92 -3.28 3.11 0.00
H -5.92 1.94 -1.58 0.00
H 4.29 2.53 1.04 0.00
H 1.01 3.84 -0.32 0.00
H 2.85 -2.40 1.21 0.00
```

***

# 5
# C33H36IN2O3PSc

A molecular structure, C33H36IN2O3PSc (ωB97M-V with the def2-TZVPD basis set, the Open Molecules 2025 dataset).

Properties
HOMO energy = -9.849 eV
energy relative to the best compared isomer or geometry (same formula, charge and spin) = 51.4 kJ/mol
gap between HOMO and LUMO = 7.1 eV
charge = +1

Structure (XYZ):
```
77
Properties=species:S:1:pos:R:3:mulliken_charge:R:1
I 2.64 -0.03 4.07 0.10
Sc -0.27 0.54 0.21 -0.29
P -1.22 -2.02 0.67 1.68
O -2.15 1.42 0.14 -0.63
O 0.65 1.50 1.84 -0.29
O -1.72 0.26 1.95 -0.44
N -0.03 2.85 3.48 -0.33
N 0.46 0.75 -1.64 0.85
C -3.05 -1.78 0.56 0.35
C 2.66 0.66 -0.66 -1.45
C -0.44 0.72 -2.74 -0.30
C -5.75 -1.22 0.12 -0.70
C -3.92 -2.79 0.18 -0.61
C -0.10 -3.13 4.99 -0.46
C -5.26 -2.51 -0.01 -0.71
C -4.89 -0.19 0.45 -0.69
C 0.59 0.57 4.04 -0.18
C -0.83 -5.91 -0.57 -0.71
C -2.35 0.48 -4.78 -0.85
C 1.80 1.40 -1.69 1.50
C -0.05 -4.49 -2.35 -0.71
C -0.30 -5.76 -1.85 -0.58
C -2.50 0.53 1.01 0.13
C -3.67 -1.20 -3.41 -1.37
C 0.49 -2.80 2.68 -0.56
C -1.80 -2.52 3.38 -0.32
C -1.10 -4.80 0.21 -0.69
C -0.84 -2.51 2.38 0.58
C -3.56 -0.47 0.70 0.75
C 0.41 1.68 3.05 0.47
C -1.29 1.35 -4.92 0.13
C -1.12 2.18 -6.18 -1.59
C -0.34 1.47 -3.90 -0.26
C -0.86 -3.51 -0.30 0.54
C -1.54 -0.15 -2.63 1.19
C 1.66 2.88 -1.30 -1.47
C 2.54 1.31 -3.03 -1.85
C -0.32 -3.37 -1.58 -0.36
C -2.50 -0.27 -3.62 -0.40
C -1.43 -2.84 4.69 -0.79
C 0.86 -3.11 3.98 -0.89
H 3.52 1.26 -0.36 0.46
H -0.18 3.59 2.82 0.24
H -1.65 -0.76 -1.75 0.40
H -5.94 -3.32 -0.29 0.45
H -4.38 -0.79 -2.69 0.18
H 0.01 -0.29 3.72 -0.41
H -4.21 -1.37 -4.34 0.40
H -6.80 -1.02 -0.05 0.42
H 2.11 0.43 0.26 0.24
H -1.01 -6.90 -0.18 0.43
H 3.01 -0.29 -1.07 0.36
H -2.18 -2.86 5.47 0.45
H 1.25 2.99 -0.29 0.27
H 0.18 -3.37 6.00 0.44
H 0.37 -4.37 -3.35 0.46
H -0.31 1.79 -6.79 0.31
H 1.90 -3.33 4.21 0.58
H 2.63 3.39 -1.31 0.48
H 1.24 -2.79 1.90 0.46
H -1.49 -4.92 1.21 0.50
H 0.99 3.39 -1.99 0.29
H -0.09 -6.63 -2.46 0.41
H 2.29 0.40 -3.57 0.34
H -3.08 0.38 -5.58 0.36
H -0.88 3.22 -5.94 0.36
H -2.83 -2.28 3.16 0.42
H 0.33 0.86 5.05 0.55
H -3.55 -3.79 0.02 0.44
H 3.62 1.30 -2.83 0.46
H -0.23 3.01 4.45 0.23
H -3.35 -2.18 -3.03 0.27
H 2.35 2.16 -3.68 0.42
H -0.11 -2.38 -1.97 0.32
H -5.25 0.83 0.53 0.53
H -2.03 2.17 -6.78 0.38
H 0.43 2.22 -4.01 0.28
```

***

# 6
# C33H36N6O4PbSi

A molecular structure, C33H36N6O4PbSi (ωB97M-V with the def2-TZVPD basis set, the Open Molecules 2025 dataset).

Properties
HOMO energy = -13.728 eV
energy relative to the best compared isomer or geometry (same formula, charge and spin) = 0.0 kJ/mol
gap between HOMO and LUMO = 7.4 eV
charge = +2

Structure (XYZ):
```
81
Properties=species:S:1:pos:R:3:mulliken_charge:R:1
Pb 1.00 -0.66 -0.22 1.45
Si -2.41 2.50 2.37 0.12
O 4.22 2.50 -0.64 -0.44
O -1.92 -0.56 3.24 -0.50
O 3.55 -4.49 -0.36 -0.45
O -0.71 0.42 1.57 0.17
N 2.35 1.45 -0.01 0.07
N -1.85 1.24 1.21 0.56
N 1.96 -3.04 0.26 0.32
N 1.44 -0.78 2.22 -0.48
N 0.23 -1.16 2.86 -0.04
N 3.58 -0.95 -0.18 0.21
C -2.69 0.57 0.27 -0.39
C -0.24 3.67 -1.28 -0.46
C -0.92 -0.43 2.61 -0.25
C 0.88 2.85 -1.38 0.33
C 1.25 -4.34 0.21 -0.31
C 1.06 2.08 -2.53 -0.22
C -2.24 -3.10 -0.43 -0.21
C -2.32 0.53 -1.07 0.91
C 3.60 1.39 -0.29 0.17
C 3.17 -3.26 -0.08 0.10
C 2.31 -5.29 -0.39 -0.44
C -3.70 2.01 3.62 -1.22
C -1.17 3.73 -2.31 -0.63
C 0.12 2.13 -3.56 -0.96
C 4.15 -2.16 -0.22 0.23
C -3.92 0.04 0.67 -0.24
C -1.49 -4.17 -2.44 -1.12
C -2.47 -3.47 -1.75 -0.57
C -4.77 -0.50 -0.28 -0.94
C -0.99 2.96 -3.44 -0.60
C 4.35 0.13 -0.31 0.16
C -0.82 3.00 3.21 -0.70
C -3.16 -0.05 -2.01 -0.89
C 6.31 -1.21 -0.51 -0.46
C -4.39 -0.55 -1.62 -0.62
C -0.06 -4.13 -0.51 0.21
C -0.28 -4.49 -1.83 -0.47
C -1.05 -3.44 0.19 -0.35
C 5.73 0.05 -0.48 -0.80
C -3.13 3.79 1.24 -0.94
C 5.51 -2.34 -0.38 -0.77
C 1.90 2.83 -0.26 0.30
C 3.22 3.57 -0.58 -0.57
H 1.04 -4.63 1.25 0.54
H -5.06 -0.97 -2.36 0.54
H 0.27 1.54 -4.45 0.47
H -1.71 3.00 -4.25 0.48
H -3.99 3.38 0.71 0.33
H -5.74 -0.89 0.02 0.43
H 2.48 -6.19 0.19 0.27
H -2.03 4.38 -2.22 0.44
H -2.42 4.16 0.50 0.13
H 3.53 4.26 0.19 0.36
H -1.40 1.01 -1.37 0.00
H -3.68 2.73 4.44 0.43
H 2.14 -5.54 -1.43 0.32
H -0.88 -3.19 1.23 0.40
H 1.85 0.05 2.65 0.27
H 6.31 0.95 -0.58 0.57
H -0.98 3.92 3.78 0.48
H -4.70 2.06 3.18 0.32
H 3.22 4.06 -1.55 0.35
H 2.09 -1.56 2.30 0.33
H 1.44 3.23 0.64 -0.12
H 0.30 -1.49 3.81 0.33
H -1.67 -4.48 -3.46 0.45
H -0.37 4.28 -0.39 0.61
H -3.00 -2.57 0.13 0.61
H 7.38 -1.31 -0.64 0.49
H 0.45 -5.04 -2.40 0.25
H -3.40 -3.23 -2.23 0.54
H -3.48 4.63 1.84 0.46
H -4.20 0.06 1.71 0.40
H -3.54 1.02 4.04 0.40
H 1.94 1.46 -2.64 0.53
H -2.87 -0.07 -3.05 0.50
H -0.01 3.19 2.50 -0.05
H -0.48 2.24 3.92 0.30
H 5.93 -3.34 -0.42 0.58
```